Entry from the OMol25 dataset: a cluster of 7 separate species, C6H24IN12O6 in total at a distorted geometry (wB97M-V/def2-TZVPD).

Structure (ORCA input):
```
! wB97M-V def2-TZVPD RIJCOSX def2/J DEFGRID3
* xyz -1 1
I 0.4518 0.2440 -0.2127
C 4.2529 3.1979 0.4058
O 5.0241 2.2589 0.3379
N 2.9497 3.0162 0.0580
N 4.4663 4.4269 0.9643
H 2.3256 3.7279 -0.2836
H 2.5017 2.1156 0.1480
H 3.8573 5.1856 0.7145
H 5.4587 4.5711 1.0862
C -1.0130 -2.4703 3.6300
O -0.1768 -3.3363 3.3461
N -1.8403 -2.5313 4.6747
N -1.2173 -1.3454 2.8900
H -1.6691 -3.4161 5.1323
H -2.5242 -1.8698 4.9835
H -2.1294 -0.9655 3.0599
H -0.6273 -1.1946 2.0876
C -2.1073 -3.3327 -2.1345
O -2.6101 -4.1544 -2.8837
N -1.1022 -2.4390 -2.3451
N -2.6966 -2.9573 -0.9510
H -1.0552 -1.7045 -1.6645
H -0.7872 -2.3151 -3.2933
H -3.4829 -3.5190 -0.6635
H -2.4384 -2.2463 -0.2888
C -4.0517 0.0748 0.6276
O -3.5583 -0.9266 1.1161
N -5.3911 0.3617 0.7238
N -3.3863 1.0219 -0.0505
H -5.7159 1.2524 0.3986
H -5.9762 -0.4000 1.0170
H -3.6252 1.9989 -0.0437
H -2.4272 0.9059 -0.3544
C 0.2473 3.8292 -2.2790
O 0.0496 5.0622 -2.3644
N -0.7559 3.0584 -1.8065
N 1.2376 3.2072 -2.9149
H -1.6152 3.4692 -1.4949
H -0.6017 2.0651 -1.6527
H 1.2514 2.2122 -3.0665
H 2.0786 3.7124 -3.1318
C 3.7886 -2.9871 -0.6067
O 4.0848 -4.1579 -0.8086
N 4.1150 -2.3118 0.5380
N 2.8279 -2.3023 -1.2493
H 3.7965 -1.3604 0.6029
H 4.6529 -2.6648 1.3070
H 2.6567 -1.3103 -1.2140
H 2.5072 -2.7569 -2.0913
*
```

Output
**E_HOMO**: -5.76 eV
**Molar mass**: 487.2 g/mol
**Kohn-Sham gap**: 7.99 eV

Entry from the OMol25 dataset: a structure of composition C22H41ClNP3RhS at a distorted geometry (wB97M-V/def2-TZVPD).

Structure (ORCA input):
```
! wB97M-V def2-TZVPD RIJCOSX def2/J DEFGRID3
* xyz 3 5
Rh -0.6312 0.1971 -0.0629
P 2.3556 1.2409 1.8278
P -2.3007 1.7436 0.4257
P 0.2392 1.2678 -1.7102
H 1.7245 -4.3388 -0.1223
C 2.5974 -3.6803 -0.1057
C 3.0407 -3.1267 1.0367
H 2.5466 -3.3183 1.9971
C 2.6731 0.0135 3.0997
C 2.2640 2.8584 2.6170
C 3.7594 1.1905 0.7118
C -3.9492 1.2916 -0.2776
C -2.7338 1.9906 2.1897
C -2.0842 3.4755 -0.1388
C 1.5887 0.2404 -2.3751
C 1.0690 2.8412 -1.2956
C -0.8373 1.6611 -3.1247
H 3.1138 -3.5198 -1.0577
H 3.9473 -2.5102 1.0496
H 2.5534 -1.0013 2.6921
H 2.0032 0.1470 3.9617
H 3.7170 0.1380 3.4329
H 1.2244 3.0790 2.9136
H 2.6133 3.6337 1.9160
H 2.9002 2.8559 3.5167
H 3.6069 0.4227 -0.0610
H 4.6492 0.9314 1.3090
H 3.9115 2.1736 0.2446
H -4.6870 2.0556 0.0055
H -4.2692 0.3208 0.1204
H -3.9001 1.2209 -1.3703
H -3.5858 2.6810 2.2778
H -1.8768 2.4094 2.7309
H -3.0016 1.0333 2.6499
H -3.0016 4.0425 0.0769
H -1.8878 3.5236 -1.2151
H -1.2529 3.9376 0.4047
H 1.3051 -0.1234 -3.3673
H 1.7836 -0.6208 -1.7225
H 2.4995 0.8454 -2.4587
H 0.9985 3.5161 -2.1590
H 2.1282 2.6601 -1.0740
H 0.6081 3.3313 -0.4296
H -0.8096 0.8341 -3.8431
H -0.4525 2.5695 -3.6102
H -1.8777 1.8254 -2.8191
C -1.3922 -1.8669 -2.6719
C -2.1683 -1.8023 -3.8544
C -1.8273 -2.5922 -4.9466
C -0.7034 -3.4263 -4.8859
C 0.1105 -3.4331 -3.7458
C -0.2263 -2.6604 -2.6375
S -2.0336 -1.0961 -1.2625
H 1.0955 0.9913 1.1217
H -3.0462 -1.1547 -3.8606
H -2.4448 -2.5513 -5.8457
H -0.4661 -4.0565 -5.7396
H 1.0036 -4.0594 -3.7134
H 0.3642 -2.6970 -1.7236
Cl -0.4511 0.0549 5.4931
C -0.8684 -0.8624 4.1113
C -1.3872 -2.1451 4.2031
C -1.6157 -2.8244 3.0031
C -1.3611 -2.1965 1.7836
N -0.9064 -0.9338 1.7320
C -0.6325 -0.2734 2.8613
H -1.5662 -2.5747 5.1823
H -2.0070 -3.8350 2.9715
H -1.5355 -2.6985 0.8232
H -0.2170 0.7333 2.7940
*
```

Output
**E_HOMO (spin up / spin down)**: -14.59 / -16.65 eV
**Molar mass**: 582.9 g/mol
**Kohn-Sham gap (spin up / spin down)**: 4.98 / 2.96 eV